No. 1
Molecular formula: C17H14BrFN6O3
Method: DFT, ωB97M-V/def2-TZVPD

Output
LUMO level: 0.44 eV
SMILES: Cn1cnc2ncn(Cc3nn(C[C@@H](F)c4ccc(Br)cc4)c(=O)o3)c(=O)c21
charge: 0
relative energy (zero: lowest compared OMol25 entry of this formula, charge and spin): 0.0 kJ/mol
F_max: 4.23 eV/Å

Positions of all 42 atoms, in Å:
N (3.5525, -0.9047, -1.8344)
H (-2.8489, 1.7244, 3.6032)
O (-3.6658, 0.4164, 0.2273)
H (3.8372, -1.6513, -3.8094)
H (0.0577, -2.4809, 2.9141)
C (-1.2230, 3.3222, -1.4785)
C (-2.8419, -0.0877, 0.9663)
C (-0.3619, -2.4750, 1.8898)
C (-0.9106, 2.8594, 0.9161)
H (1.0904, 2.0866, 1.4375)
N (0.6936, -2.1281, 0.9287)
C (1.6065, -1.0933, 1.2208)
C (3.3085, -1.6832, -2.8296)
C (1.7529, -2.2181, -1.2629)
H (1.5345, -0.6068, 2.2051)
H (-1.8567, 3.6883, -2.2979)
O (0.0324, -3.6240, -0.6678)
N (2.2147, -2.5085, -2.5345)
C (0.4191, 2.4549, 0.6233)
H (1.8798, 2.0753, -0.9168)
C (0.8695, 2.4294, -0.7007)
H (0.6145, -3.4490, -3.5214)
H (-1.8237, 3.9085, 2.5714)
H (-3.4431, 2.2157, 2.0494)
N (2.5268, -0.6700, 0.3809)
N (-2.2149, 0.5096, 2.0451)
C (0.7568, -2.6676, -0.3424)
C (-1.4130, -1.4072, 1.8462)
C (1.6832, -3.5937, -3.3827)
C (-1.4445, 2.8877, 2.3344)
C (-2.5763, 1.8554, 2.5511)
Br (0.7443, 2.8376, -3.4997)
C (-1.7067, 3.3308, -0.1430)
H (-0.7383, -3.4759, 1.7254)
N (-1.2770, -0.3103, 2.5629)
H (2.1877, -3.6254, -4.3808)
C (2.5990, -1.2263, -0.8768)
F (-0.4344, 2.6038, 3.1734)
C (0.0616, 2.8718, -1.7557)
H (-2.7175, 3.6980, 0.0354)
H (1.8422, -4.5660, -2.8747)
O (-2.3672, -1.3227, 0.9017)

Mulliken atomic charge list, values in e, 2 entries: -0.70 0.37

---

No. 2
Molecular formula: C17H14BrNO3PtS
Method: DFT, ωB97M-V/def2-TZVPD

Output
LUMO level (spin up / spin down): -0.05 / -3.40 eV
expectation value of S²: 6.03
2S+1: 5
charge: 0
F_max: 3.27 eV/Å

Positions of all 38 atoms, in Å:
C (1.2521, 0.9192, -1.3447)
H (-1.9121, 2.9106, -0.9907)
C (3.0473, -0.3959, -0.6408)
C (2.0082, -1.2675, -1.1849)
Pt (1.8943, -0.4625, 1.1186)
H (3.0437, 1.8033, -0.1686)
C (-2.1403, 1.9036, -0.6580)
C (-2.7193, -0.3243, -0.8050)
H (0.2608, -0.7299, -2.4689)
H (-1.9881, 0.7888, -2.5925)
H (-2.9194, -1.3094, -1.2317)
C (1.7982, -3.4831, 3.1380)
C (2.4835, 0.9597, -0.5756)
H (-0.9883, -5.1812, 5.3321)
C (-2.5962, 1.4816, 0.6227)
H (3.2097, -4.4254, 4.4512)
C (1.1726, -4.8448, 5.0833)
O (-2.8193, -4.7086, 2.5333)
C (-0.5190, -3.8744, 3.6836)
C (2.1525, -4.2418, 4.2629)
H (-3.1029, -0.5720, 1.3896)
H (2.4921, -3.1137, 2.3844)
Br (2.1644, 0.6766, 3.2043)
C (-0.1946, -4.6922, 4.7720)
C (-2.2136, 0.7829, -1.5159)
H (4.0574, -0.6705, -0.3311)
C (-0.2389, -2.4778, 1.8203)
O (0.2962, -1.6596, 0.9665)
C (1.0034, -0.4119, -1.7310)
C (-2.8832, 0.0842, 0.5500)
N (-1.5221, -2.6777, 1.7430)
O (-2.8396, -2.6566, 3.9629)
C (0.4337, -3.2472, 2.9046)
H (-2.6874, 2.1161, 1.5093)
H (1.4678, -5.4371, 5.9583)
H (2.1230, -2.3338, -1.3430)
H (0.6883, 1.7782, -1.6647)
S (-2.1483, -3.5209, 3.0271)

Mulliken atomic charge list, values in e, 2 entries: -0.15 0.48

---

No. 3
Molecular formula: C17H14Cl2O2W
Method: DFT, ωB97M-V/def2-TZVPD

Output
LUMO level (spin up / spin down): -2.51 / -3.44 eV
expectation value of S²: 2.02
2S+1: 3
charge: 0
F_max: 2.39 eV/Å

Positions of all 36 atoms, in Å:
C (3.6499, -5.7175, 0.6539)
C (-0.5152, 2.3289, 1.1397)
H (2.4965, -2.9243, -1.7997)
H (-3.0148, 0.9714, -2.9614)
H (3.9522, -6.5145, 1.3325)
O (3.2141, -1.3454, 0.4024)
C (-1.3407, 3.6469, -1.8122)
H (-0.5325, 4.5605, 1.4039)
H (3.5425, -5.0006, -2.6958)
H (-0.6205, 2.1036, -3.2686)
C (3.4328, -4.8515, -1.6294)
H (-4.5893, 2.6954, -1.6599)
H (0.3796, 2.1836, 0.5554)
C (-1.2811, 1.2883, 1.7855)
C (3.9270, -5.8093, -0.7244)
W (-2.5038, 2.5161, 0.2794)
C (-1.0159, 3.6175, 1.6075)
Cl (4.8778, -7.0984, -1.2996)
C (-3.4970, 2.7269, -1.6450)
H (-3.0617, 4.9061, -1.0263)
H (-2.8967, 1.4280, 3.3599)
C (-2.2370, 1.9456, 2.6610)
C (2.7136, -3.5341, 0.2470)
O (1.4075, -2.0873, 1.6046)
C (-2.6444, 1.8268, -2.3854)
H (-2.4887, 4.0862, 3.2338)
H (-1.1227, 0.2214, 1.6815)
C (-1.9959, 3.3414, 2.6081)
C (2.3633, -2.1404, 0.8264)
H (-0.5492, 4.4030, -1.9071)
C (-1.3719, 2.4235, -2.5333)
C (3.0270, -4.5600, 1.1319)
H (2.7951, -4.4246, 2.1874)
C (2.8322, -3.7042, -1.1250)
Cl (-4.6551, 2.5696, 1.0721)
C (-2.6769, 3.9213, -1.3010)

Mulliken atomic charge list, values in e, 2 entries: -0.44 -0.65

---

No. 4
Molecular formula: C17H14ClN3O3S2
Method: DFT, ωB97M-V/def2-TZVPD

Output
LUMO level: -0.64 eV
SMILES: Cc1cc(NC(=O)CCN2C(=O)/C(=C\c3ccccc3Cl)SC2=S)no1
charge: 0
relative energy (zero: lowest compared OMol25 entry of this formula, charge and spin): 109.1 kJ/mol
F_max: 1.22 eV/Å

Positions of all 40 atoms, in Å:
S (0.9159, -2.8206, -0.5777)
C (5.8183, 1.9366, -0.0825)
H (-1.9206, 1.6982, 1.3030)
C (3.2533, -1.4060, -0.5704)
C (-1.0057, 1.1978, 0.9950)
H (-4.5486, -0.5026, -2.2718)
C (-0.4233, -2.0981, 0.2959)
S (-1.9547, -2.6595, 0.2275)
C (-4.5192, -0.2049, -1.2457)
C (4.1191, -0.2581, -0.3639)
O (1.8335, 0.2117, 1.5603)
C (-6.9130, -0.7457, -0.3748)
H (-6.9767, -1.7495, 0.0441)
H (-7.2532, -0.7730, -1.4054)
C (-5.5133, -0.2650, -0.3134)
H (4.0824, 3.1263, -0.4780)
H (7.3711, 0.4943, 0.2618)
N (-2.1751, 0.5624, -1.0770)
O (0.0059, 1.0098, -1.1694)
C (2.0047, -1.5293, -0.0897)
H (-2.0993, 0.3435, -2.0642)
N (-3.7503, 0.5725, 0.7174)
C (-1.0008, 0.9437, -0.4937)
C (5.4813, -0.4295, -0.1041)
C (-0.9038, -0.1502, 1.7290)
O (-5.0490, 0.2044, 0.8534)
H (-0.1289, 1.8038, 1.2267)
H (2.5904, 1.1887, -0.7478)
C (-3.4152, 0.3328, -0.5290)
C (3.6315, 1.0434, -0.5040)
Cl (6.1205, -2.0261, 0.0789)
C (6.3263, 0.6558, 0.0466)
H (-7.5557, -0.0931, 0.2113)
C (1.3368, -0.6610, 0.8929)
C (4.4742, 2.1274, -0.3645)
N (0.0028, -1.0316, 1.0183)
H (3.6522, -2.2055, -1.1830)
H (-0.5102, 0.0061, 2.7354)
H (6.4763, 2.7844, 0.0333)
H (-1.8798, -0.6344, 1.7791)

Mulliken atomic charge list, values in e, 2 entries: -0.25 -0.40

---

No. 5
Molecular formula: C17H14INO3
Method: DFT, ωB97M-V/def2-TZVPD

Output
LUMO level: -0.29 eV
SMILES: CC(=O)ON(C(C)=O)c1ccc2c(c1)Cc1cc(I)ccc1-2
charge: 0
F_max: 5.05 eV/Å

Positions of all 36 atoms, in Å:
H (-3.6085, 0.3018, -2.0584)
C (0.4904, -1.4590, -1.4955)
C (-1.4455, -0.4911, -0.4673)
H (0.0543, 2.5847, 3.8753)
C (-3.9879, -0.3193, -2.8398)
O (-3.0806, -2.4457, -1.7756)
N (-1.7590, -2.0678, -2.3443)
H (-2.4211, -4.4867, -3.4841)
H (2.4679, -1.0228, -0.8601)
C (-0.8909, -1.2539, -1.5186)
H (-1.4993, -4.3106, -5.0502)
H (-3.0026, -3.4019, -4.8133)
O (-0.3077, -2.1703, -4.0912)
O (-5.2850, -2.1128, -1.9310)
C (-2.1098, -3.7214, -4.3030)
C (2.1987, 2.4346, 3.5260)
C (0.7864, 0.0407, 0.3293)
H (-2.4999, -0.4302, -0.3073)
C (3.1699, 1.7952, 2.6508)
H (-1.4245, 0.4258, 2.2527)
H (3.4802, 0.5625, 0.8986)
C (-0.5423, 0.2101, 0.3348)
C (-4.1854, -1.7537, -2.1350)
C (-1.4005, -2.5999, -3.6294)
H (-3.2481, -0.2693, -3.6795)
H (4.2093, 1.8493, 2.9440)
H (-4.9136, 0.1213, -3.1814)
C (1.4271, 0.7750, 1.4044)
C (0.4435, 1.3486, 2.1866)
C (-0.8235, 1.0699, 1.6257)
H (-1.4441, 1.9525, 1.2936)
C (2.8045, 1.0351, 1.5586)
C (0.8361, 2.1770, 3.3093)
C (1.4138, -0.7650, -0.6920)
H (1.0766, -2.1232, -2.0705)
I (2.6272, 3.3915, 5.6072)

Mulliken atomic charge list, values in e, 2 entries: 0.26 -0.39

---

No. 6
Molecular formula: C17H14IrN7O7S3
Method: DFT, ωB97M-V/def2-TZVPD

Output
LUMO level (spin up / spin down): -4.70 / -5.48 eV
expectation value of S²: 0.76
2S+1: 2
charge: +1
relative energy (zero: lowest compared OMol25 entry of this formula, charge and spin): 106.9 kJ/mol
F_max: 2.30 eV/Å

Positions of all 49 atoms, in Å:
C (0.8593, 3.5593, -4.8846)
H (-0.2024, 2.2182, 3.9634)
C (-0.6933, 2.3357, 3.0087)
H (-2.4427, 3.2966, 3.7939)
O (-1.3137, -0.4947, -1.9054)
C (-2.4417, -5.0117, 0.5001)
C (-2.6151, -4.9159, -0.8685)
N (0.8395, 5.1953, -1.7561)
S (-0.4534, -1.7486, -1.9466)
N (-0.6800, 2.0114, 0.6503)
H (4.4694, -1.2962, -0.5703)
O (-0.5265, 2.2479, -1.9114)
O (-0.2690, -2.3105, -3.2346)
C (1.2084, 1.1973, 1.7817)
C (0.4325, 3.3478, -3.5290)
O (0.7941, -1.2492, -1.2852)
N (1.2304, 3.7542, -5.9529)
H (-3.2396, -5.6259, -1.3929)
H (-2.0927, -3.8386, -2.6535)
O (1.2664, -1.9847, 1.3147)
N (4.0715, -0.6754, -1.2586)
H (-3.4655, 3.6038, 1.5381)
N (-0.1350, 2.2342, -3.2278)
H (-1.5383, -4.1310, 2.2455)
S (-0.1726, -1.8445, 1.4461)
C (-1.1951, -2.9795, -0.9139)
C (-1.6546, -4.0832, 1.1715)
H (4.3469, -0.7903, -2.2211)
C (-2.5073, 3.1192, 1.6576)
C (0.6479, 4.3857, -2.5480)
H (-2.9239, -5.8038, 1.0566)
S (2.3413, 1.1426, -2.1141)
C (2.0322, 0.8798, 2.9680)
H (1.9593, 1.6766, 3.7054)
C (-1.9340, 2.9506, 2.9046)
H (-2.2431, 2.7387, -0.4651)
H (2.5503, -0.7641, 0.8018)
C (-1.8528, 2.6368, 0.5378)
C (-0.0926, 1.8708, 1.8608)
N (2.6492, 0.1455, 0.3275)
H (3.0748, 0.7327, 2.6990)
C (3.0696, 0.1323, -0.9769)
C (-1.9859, -3.9025, -1.5798)
O (-0.6854, -1.9092, 2.7796)
C (-1.0262, -3.0674, 0.4746)
H (1.6492, -0.0447, 3.4135)
O (-0.6492, -0.5737, 0.7818)
Ir (0.0171, 0.7155, -0.7490)
N (1.5219, 0.9168, 0.5625)

Mulliken atomic charge list, values in e, 2 entries: -0.09 0.41